(1)
Formula: C2HBrN2S2
Source: OMol25
Level of theory: ωB97M-V/def2-TZVPD

CARTESIAN COORDINATES (ANGSTROEM)
C: 1.120 -1.451 -0.075
C: -0.839 -2.525 0.034
N: 0.482 -2.508 0.029
N: -0.131 -0.159 -0.482
S: -1.820 -3.819 0.140
S: -1.584 -0.864 -0.438
Br: 2.842 -1.075 -0.046
H: 0.234 0.763 -0.507

The value obtained for the LUMO energy (spin up / spin down) is -0.957 / -0.958 eV. The total charge is 0. The calculation puts the HOMO energy (spin up / spin down) at -0.289 / -0.289 Eh. For the gap between HOMO and LUMO (spin up / spin down), the calculation gives 6.9 / 6.9 eV. The energy above the lowest of the compared OMol25 structures with the same formula, charge and spin comes out at 62.8 kcal/mol.

***

(2)
Formula: C2HCl2FN
Source: OMol25
Level of theory: ωB97M-V/def2-TZVPD

CARTESIAN COORDINATES (ANGSTROEM)
C: -2.391 0.158 0.064
C: 1.791 -0.121 -0.086
N: -1.273 0.356 -0.023
F: 2.217 -0.127 -1.314
Cl: 1.586 1.342 0.610
Cl: 1.500 -1.581 0.594
H: -3.430 -0.026 0.154

The value obtained for the LUMO energy is -7.250 eV. The total charge is +1. The calculation puts the HOMO energy at -0.616 Eh. For the gap between HOMO and LUMO, the calculation gives 9.5 eV. The energy above the lowest of the compared OMol25 structures with the same formula, charge and spin comes out at 15.8 kcal/mol.

***

(3)
Formula: C2HCl2NO
Source: OMol25
Level of theory: ωB97M-V/def2-TZVPD

CARTESIAN COORDINATES (ANGSTROEM)
O: -0.213 1.485 -0.424
C: -0.361 0.445 0.063
N: -1.432 -0.397 0.017
C: -2.854 -0.042 0.017
Cl: -3.966 -1.328 0.024
Cl: -3.457 1.505 0.158
H: 0.201 -0.155 0.757

The value obtained for the LUMO energy is -1.038 eV. The total charge is 0. The calculation puts the HOMO energy at -0.379 Eh. For the gap between HOMO and LUMO, the calculation gives 9.3 eV. The energy above the lowest of the compared OMol25 structures with the same formula, charge and spin comes out at 39.4 kcal/mol.

***

(4)
Formula: C2HCl2NS
Source: OMol25
Level of theory: ωB97M-V/def2-TZVPD

CARTESIAN COORDINATES (ANGSTROEM)
C: -2.599 0.987 -0.707
C: -1.529 0.356 0.020
N: -3.266 1.615 -1.405
S: -0.056 0.293 -0.881
Cl: -1.336 0.683 1.621
Cl: -2.655 -1.660 0.043
H: 0.726 0.424 0.168

The value obtained for the LUMO energy (spin up / spin down) is -1.903 / -1.903 eV. The total charge is 0. The calculation puts the HOMO energy (spin up / spin down) at -0.389 / -0.389 Eh. For the gap between HOMO and LUMO (spin up / spin down), the calculation gives 8.7 / 8.7 eV. The energy above the lowest of the compared OMol25 structures with the same formula, charge and spin comes out at 30.9 kcal/mol.

***

(5)
Formula: C2HCl2O3
Source: OMol25
Level of theory: ωB97M-V/def2-TZVPD

CARTESIAN COORDINATES (ANGSTROEM)
O: 1.439 2.104 0.273
C: 0.961 1.099 -0.221
O: 1.266 0.306 -1.113
O: -0.198 0.749 0.501
C: -0.690 -0.735 0.019
Cl: -0.297 -1.812 1.439
Cl: -2.426 -0.690 -0.167
H: -0.055 -1.021 -0.732

The value obtained for the LUMO energy is 3.267 eV. The total charge is -1. The calculation puts the HOMO energy at -0.177 Eh. For the gap between HOMO and LUMO, the calculation gives 8.1 eV. The energy above the lowest of the compared OMol25 structures with the same formula, charge and spin comes out at 33.3 kcal/mol.

***

(6)
Formula: C2HCl3FN
Source: OMol25
Level of theory: ωB97M-V/def2-TZVPD

CARTESIAN COORDINATES (ANGSTROEM)
N: -1.086 -1.741 0.070
C: -0.124 -1.100 0.077
C: 1.066 -0.244 -0.021
Cl: 0.940 0.986 1.120
Cl: 2.569 -1.225 0.215
Cl: 1.331 0.403 -1.658
F: -2.149 1.157 -0.223
H: -2.548 1.763 0.420

The value obtained for the LUMO energy is 0.285 eV. The total charge is 0. The calculation puts the HOMO energy at -0.417 Eh. For the gap between HOMO and LUMO, the calculation gives 11.6 eV. The energy above the lowest of the compared OMol25 structures with the same formula, charge and spin comes out at 9.4 kcal/mol.